5 unconnected molecules or ions with the total composition C14H32Cl6O4, computed with ωB97M-V/def2-TZVPD.

```
56
Properties=species:S:1:pos:R:3:forces:R:3
C 5.2581 2.5478 0.3780 0.9 -0.8 0.9
O 4.8429 2.2295 1.6871 -1.2 0.4 -0.6
C 4.3316 0.8987 1.7419 0.8 1.0 2.2
C 3.3193 0.8939 2.9120 -0.2 -1.0 -2.0
O 2.0284 1.1922 2.3677 -0.3 0.4 0.3
C 0.9883 0.7154 3.2038 0.3 -1.3 0.1
H 5.8437 3.4644 0.4490 -0.4 0.1 -0.4
H 4.4243 2.5298 -0.3239 0.0 0.4 -0.1
H 5.9412 1.7300 0.1487 0.4 0.1 -0.9
H 5.2112 0.3206 2.0251 0.0 -0.6 0.2
H 3.9966 0.4585 0.8027 -0.6 0.5 -0.1
H 3.5983 1.5879 3.7048 0.1 0.0 -0.1
H 3.3248 -0.1405 3.2558 -0.2 -0.1 0.5
H 1.0359 -0.3735 3.2099 0.2 -0.4 0.2
H -0.0302 0.8583 2.8427 0.3 0.9 -0.3
H 1.0856 1.0129 4.2479 0.0 0.4 0.0
C 1.5309 -1.4235 -0.1622 -0.1 -0.4 -0.7
O 0.3105 -1.2805 -0.8729 -0.2 2.2 -0.4
C -0.0764 0.1467 -1.0563 -0.2 -1.3 -0.2
C -1.2355 0.2075 -2.0309 0.2 -0.1 0.9
O -2.3334 -0.2255 -1.2907 -0.1 -0.2 1.1
C -3.5027 -0.1386 -2.0132 -1.1 -0.4 -0.1
H 2.3458 -1.1695 -0.8401 0.3 0.3 0.2
H 1.6383 -2.4881 0.0455 -0.1 0.0 0.3
H 1.5765 -0.8381 0.7562 -0.1 0.1 0.0
H 0.6382 0.8876 -1.4150 1.1 -0.7 -0.1
H -0.3924 0.5074 -0.0775 -0.2 0.1 0.0
H -1.1375 -0.3954 -2.9337 0.4 -0.2 -0.1
H -1.4125 1.2271 -2.3730 0.1 0.4 0.0
H -3.4722 -0.8751 -2.8162 -0.2 0.3 -0.5
H -3.6793 0.8892 -2.3302 0.0 0.1 -0.5
H -4.3475 -0.4124 -1.3812 0.1 -0.1 0.2
Cl -4.4159 -2.4935 2.4403 0.5 0.3 -0.3
C -3.2063 -1.2774 1.9074 0.5 0.4 -0.8
C -1.7807 -1.8221 1.5838 -2.0 -0.1 1.3
Cl -1.1944 -2.6882 3.0920 0.3 0.6 -0.9
H -3.2418 -0.4361 2.5995 0.4 -0.5 0.4
H -3.5360 -0.7963 0.9866 -0.3 -0.4 -0.2
H -1.1993 -0.9501 1.2842 0.4 -0.4 0.3
H -1.8534 -2.5573 0.7824 0.2 0.1 0.1
Cl -2.7629 4.6226 -1.5726 -0.2 0.3 -0.3
C -2.0136 3.6109 -0.3319 0.1 1.0 0.2
C -3.0431 2.8581 0.4420 -1.0 -1.0 -0.5
Cl -2.1094 2.0135 1.6537 0.3 -0.7 0.9
H -1.4884 4.2484 0.3793 0.1 0.1 -0.3
H -1.2927 2.9775 -0.8488 -0.2 -0.2 0.3
H -3.5804 2.1404 -0.1780 0.3 -0.3 -0.1
H -3.8606 3.3648 0.9550 0.6 0.8 -0.1
Cl -1.7612 -2.7586 -4.5188 0.1 -0.3 0.5
C -0.8513 -3.3249 -3.0693 0.6 -0.1 0.4
C 0.6439 -3.4516 -3.4173 -0.8 -0.2 -0.6
Cl 0.9606 -4.8232 -4.5779 -0.2 0.4 0.4
H -1.2821 -4.2281 -2.6373 0.0 -0.2 -0.7
H -0.9911 -2.5895 -2.2770 0.3 0.3 -0.3
H 1.3026 -3.6338 -2.5681 -0.3 0.2 0.0
H 0.9066 -2.5504 -3.9713 0.3 -0.1 0.3
```
Forces are in eV/Å.

As for the energy: -3614.62085 Eh. The gap between HOMO and LUMO comes out at 0.3758 hartree. The calculation puts the HOMO energy at -9.750 eV. The LUMO energy is 0.0175 hartree. As for the total charge: 0. The value obtained for the maximum force is 0.049 hartree/bohr.